Molecular formula: C24H66As2F15N9O19
Method: DFT, wB97M-V/def2-TZVPD

Calculated values
HOMO-LUMO gap (spin up / spin down) (eV): 6.199 / 5.245
LUMO level (spin up / spin down) (eV): 0.6095 / -0.3443
Highest occupied orbital energy (spin up / spin down) (eV): -5.6 / -5.6
Expectation value of S²: 0.75
Largest force on an atom (eV Å⁻¹): 4.68
2S+1: 2
Net charge: -1
Energy (eV): -240696.810

Geometry as XYZ:
```
135
C24H66As2F15N9O19 | the Open Molecules 2025 dataset | wB97M-V/def2-TZVPD
C 4.84070 -3.30867 1.88944
C 6.05441 -4.02676 1.09433
C 5.52726 -4.73172 -0.15609
O 4.65197 -3.92968 -0.92770
C 4.25409 -4.38241 -2.21280
N 6.88193 -2.75359 0.66739
H 7.11455 -2.20509 1.48295
H 7.77774 -3.06349 0.31870
H 6.38638 -2.16758 0.01079
H 3.91601 -3.87730 1.98793
H 4.55785 -2.33269 1.49501
H 5.07813 -3.22070 2.94963
H 6.69083 -4.59768 1.77044
H 5.03535 -5.67444 0.08349
H 6.40856 -4.91775 -0.76992
H 5.18137 -4.38971 -2.78570
H 3.69580 -3.62840 -2.76767
H 3.77978 -5.36235 -2.26601
C -2.55892 -4.56010 4.02261
C -1.89896 -4.67756 2.56898
C -1.83822 -3.31466 1.92286
O -1.59524 -3.41068 0.44914
C -2.79329 -3.51664 -0.35929
N -0.49205 -5.30250 2.57774
H -0.51648 -6.31037 2.63866
H -0.13591 -5.23114 1.63532
H 0.15032 -5.03689 3.31049
H -2.21796 -3.85286 4.77868
H -2.40798 -5.53222 4.49200
H -3.59373 -4.36815 3.73904
H -2.38731 -5.45154 1.97689
H -1.12238 -2.66775 2.42997
H -2.74389 -2.74183 2.12221
H -3.60429 -2.78994 -0.31157
H -3.29024 -4.48012 -0.24593
H -2.57634 -3.37398 -1.41792
C 1.77034 -1.04560 1.94339
C 0.95862 -0.81323 0.71327
C 0.63399 0.71027 0.62309
O -0.28935 0.99595 -0.43493
C -0.61008 2.36911 -0.54898
N 1.72750 -1.43361 -0.47720
H 1.06235 -1.34312 -1.23184
H 2.66808 -1.08124 -0.58313
H 1.95920 -2.40158 -0.30556
H 1.95775 -2.11205 2.06861
H 1.17542 -0.79013 2.82026
H 2.71204 -0.50274 2.02466
H 0.04436 -1.40526 0.67171
H 1.56604 1.22579 0.39152
H 0.26532 1.11494 1.56565
H -1.47336 2.44465 -1.21015
H 0.26849 2.87750 -0.94613
H -0.87786 2.76824 0.42933
C 5.10782 1.46335 -4.06022
C 4.20465 2.75238 -4.05550
C 2.76962 2.44868 -3.70705
O 2.05816 3.66880 -3.91779
C 0.65442 3.50321 -3.76508
N 4.69052 3.73522 -3.01456
H 3.89937 4.35151 -2.89471
H 4.84102 3.34529 -2.09510
H 5.57915 4.21129 -3.07617
H 5.41290 0.94923 -3.14878
H 6.11507 1.76910 -4.34316
H 4.71020 0.81394 -4.84013
H 4.27395 3.32023 -4.98332
H 2.65300 1.94693 -2.74645
H 2.50533 1.82620 -4.56189
H 0.31557 2.47218 -3.66382
H 0.10297 3.99521 -4.56629
H 0.37563 4.04322 -2.86022
C -4.83727 0.71850 -0.27332
C -5.42881 0.17177 -1.46795
C -6.96995 0.27465 -1.39338
O -7.45331 -0.49527 -2.51070
C -8.89582 -0.35011 -2.40200
N -4.80696 0.89903 -2.70116
H -3.86509 0.58446 -2.88568
H -5.43420 0.81552 -3.48837
H -4.77027 1.87609 -2.44800
H -3.75944 0.76048 -0.43022
H -5.04397 0.10856 0.60608
H -5.24520 1.69128 0.00123
H -5.25322 -0.90105 -1.54732
H -7.15339 1.33341 -1.57639
H -7.29432 -0.31104 -0.53323
H -9.32697 -0.07946 -1.43816
H -9.35686 -1.28210 -2.72900
H -9.13203 0.30564 -3.24003
N -3.13016 4.32862 -2.46050
O -2.42168 5.16940 -1.94807
O -3.91119 3.56897 -1.80571
O -3.21879 4.39489 -3.66860
N 0.89771 -5.06921 -0.72388
O 1.21494 -5.05431 -1.90728
O 0.19723 -5.95688 -0.27466
O 1.54657 -4.49568 0.13767
N 5.06399 0.89791 0.09576
O 5.92731 1.80728 0.01327
O 4.98489 0.46574 1.22532
O 4.48954 0.41279 -0.88614
N 1.40320 -2.74837 5.08899
O 2.53564 -2.80341 4.66862
O 0.41645 -3.01321 4.42794
O 1.26865 -2.51324 6.24544
As -1.12347 -0.45875 -3.61063
F -0.77661 0.50245 -5.09424
F -0.30681 -1.91491 -4.37212
F -1.47960 -1.42855 -2.17812
F -1.93344 0.93927 -2.81281
F -2.68711 -1.02626 -4.29418
F 0.51402 0.09644 -2.86013
As 3.14976 5.02563 0.73170
F 1.81357 5.57101 -0.34420
F 2.16725 4.65525 2.12363
F 4.64078 4.52314 1.61406
F 4.19140 5.46950 -0.70215
F 3.46329 6.65035 1.35601
F 2.97525 3.32602 0.01368
C -4.01476 5.76353 4.62618
O -4.04777 4.77741 3.58218
O -5.00423 6.73947 4.27747
C -4.15192 5.18702 6.07198
F -4.80440 4.00937 6.09543
F -3.06087 4.89027 6.76665
F -4.82153 6.08751 6.86711
C -3.14201 3.72729 3.64523
C -3.50315 2.94079 2.41299
H -2.98792 1.98829 2.53699
H -4.51538 2.53737 2.44044
H -3.23106 3.41532 1.47018
H -3.31643 3.01211 4.44910
H -2.13605 4.12590 3.51387
H -3.10604 6.35117 4.49574
```